# 1
Here is a structure of composition C50H46BrIIrN13P2Si in a non-equilibrium geometry from the OMol25 dataset. Energies are from the ωB97M-V functional and the def2-TZVPD basis.

Last column: Löwdin charge in e.
Atoms and positions in Å:
Ir  -0.713  0.183  0.248  1.05
C  -1.534  2.847  2.483  -0.18
Si  -0.356  2.367  1.080  0.55
C  -0.697  3.448  -0.448  -0.28
C  -0.166  4.725  -0.604  -0.08
C  -0.447  5.471  -1.739  -0.06
C  -1.275  4.954  -2.726  -0.05
C  -1.826  3.690  -2.578  -0.08
C  -1.537  2.933  -1.446  -0.36
P  -2.177  1.236  -1.229  0.92
C  -3.890  1.384  -0.657  -0.36
C  -4.756  2.352  -1.163  -0.08
C  -6.083  2.359  -0.767  -0.07
C  -6.548  1.412  0.136  -0.07
C  -5.683  0.460  0.655  -0.07
C  -4.353  0.445  0.263  -0.12
C  -2.324  0.630  -2.936  -0.36
C  -1.161  0.591  -3.705  -0.11
C  -1.198  0.121  -5.006  -0.06
C  -2.404  -0.292  -5.557  -0.06
C  -3.567  -0.216  -4.806  -0.08
C  -3.532  0.226  -3.492  -0.12
C  1.423  2.475  1.733  -0.26
C  1.699  3.599  2.519  -0.10
C  2.928  3.785  3.129  -0.06
C  3.921  2.838  2.954  -0.06
C  3.676  1.732  2.158  -0.10
C  2.438  1.526  1.540  -0.27
P  2.413  -0.169  0.703  0.91
C  3.948  0.184  -0.311  -0.29
C  4.935  -0.765  -0.566  -0.08
C  6.018  -0.450  -1.376  -0.06
C  6.125  0.811  -1.939  -0.07
C  5.130  1.753  -1.719  -0.06
C  4.047  1.438  -0.915  -0.10
C  3.048  -1.504  2.031  -0.28
C  4.465  -1.742  2.384  -0.04
C  4.984  -2.977  2.682  -0.09
C  4.372  -4.237  2.673  -0.05
C  3.141  -4.650  2.063  -0.05
C  2.337  -3.920  1.263  -0.02
H  -1.487  3.927  2.639  0.04
H  -1.257  2.357  3.417  0.03
H  -2.567  2.588  2.245  0.02
H  0.477  5.141  0.164  0.10
H  -0.010  6.453  -1.863  0.11
H  -1.484  5.527  -3.619  0.11
H  -2.459  3.279  -3.355  0.11
H  -4.392  3.097  -1.859  0.10
H  -6.757  3.103  -1.172  0.11
H  -7.586  1.426  0.439  0.11
H  -6.042  -0.271  1.368  0.11
H  -3.677  -0.305  0.657  0.05
H  -0.232  0.951  -3.284  0.07
H  -0.287  0.084  -5.589  0.11
H  -2.439  -0.664  -6.572  0.11
H  -4.515  -0.503  -5.244  0.11
H  -4.445  0.276  -2.914  0.09
H  0.924  4.345  2.658  0.10
H  3.104  4.665  3.733  0.11
H  4.885  2.963  3.431  0.11
H  4.473  1.024  1.979  0.09
H  4.863  -1.760  -0.148  0.10
H  6.769  -1.202  -1.583  0.11
H  6.975  1.059  -2.560  0.11
H  5.194  2.733  -2.174  0.11
H  3.265  2.168  -0.753  0.10
H  5.116  -0.884  2.433  0.10
H  6.013  -2.971  3.026  0.12
H  4.934  -5.035  3.141  0.11
H  2.877  -5.691  2.185  0.12
H  1.510  -4.368  0.722  0.11
N  0.314  -2.538  -1.245  0.16
C  1.431  -1.673  -1.128  -0.49
N  2.071  -1.687  -2.448  0.15
N  2.106  -0.491  -2.899  0.03
N  1.645  0.413  -2.067  0.03
N  1.241  -0.171  -0.908  -0.18
C  -0.687  -2.723  -0.310  -0.52
N  -1.127  -3.884  0.144  0.05
N  -2.124  -3.583  0.983  -0.07
N  -2.290  -2.306  1.056  -0.08
N  -1.406  -1.726  0.228  -0.21
H  0.481  -3.320  -1.862  0.15
C  2.196  0.348  5.523  -0.06
C  2.851  -1.030  5.577  -0.39
C  4.372  -0.893  5.605  -0.07
C  2.284  -1.965  4.489  -0.10
N  2.116  -1.405  3.144  0.00
C  0.930  -0.921  2.737  -0.20
N  0.786  -0.484  1.542  -0.21
N  2.333  -1.834  -0.015  0.01
N  2.538  -2.563  1.070  0.01
H  2.526  0.941  6.376  0.09
H  1.106  0.279  5.565  0.08
H  2.478  0.884  4.616  0.06
H  2.561  -1.509  6.517  0.14
H  4.738  -0.323  4.752  0.06
H  4.863  -1.867  5.610  0.08
H  4.666  -0.367  6.513  0.09
H  1.284  -2.260  4.816  0.13
H  2.891  -2.865  4.413  0.11
H  0.106  -0.932  3.446  0.15
Br  -3.584  -4.077  -5.006  0.72
C  -5.228  -3.258  -4.540  -0.75
C  -6.221  -3.178  -5.506  -0.13
C  -7.424  -2.558  -5.213  -0.08
C  -7.640  -2.019  -3.954  -0.08
C  -6.655  -2.108  -2.984  -0.16
C  -5.447  -2.729  -3.269  -0.73
I  -4.004  -2.852  -1.756  1.02
H  -6.046  -3.603  -6.485  0.10
H  -8.191  -2.495  -5.973  0.11
H  -8.580  -1.536  -3.721  0.11
H  -6.825  -1.700  -1.996  0.09

Calculated values
2S+1 ... 6
HOMO level (spin up / spin down) ... -10.03 / -10.38 eV
Total charge ... +1
Expectation value of S² ... 8.82
LUMO energy (spin up / spin down) ... -1.80 / -5.08 eV

---

# 2
Here is a structure of composition C50H47CaN10O2P2S from the OMol25 dataset. Energies are from the ωB97M-V functional and the def2-TZVPD basis.

Last column: Löwdin charge in e.
Atoms and positions in Å:
Ca  0.287  -0.152  -1.094  1.32
C  -4.037  -2.168  -4.014  -0.11
C  -3.874  -1.933  -2.656  -0.09
C  -3.015  -0.937  -2.216  -0.04
C  -2.298  -0.166  -3.131  -0.33
C  -2.474  -0.400  -4.495  -0.04
C  -3.339  -1.390  -4.930  -0.09
N  -1.331  0.746  -2.667  -0.01
C  -1.568  2.038  -2.788  -0.23
C  -2.855  2.554  -3.188  -0.03
C  -3.125  3.883  -3.239  -0.09
C  -2.148  4.864  -2.939  -0.10
C  -0.901  4.434  -2.615  -0.05
C  -0.559  3.054  -2.530  -0.21
N  0.766  2.859  -2.318  0.08
N  1.188  1.669  -2.134  -0.10
C  2.596  1.540  -1.991  -0.34
C  3.514  2.574  -2.172  -0.01
C  4.847  2.293  -1.949  -0.06
C  5.218  1.012  -1.554  -0.07
C  4.228  0.055  -1.420  -0.15
N  2.940  0.298  -1.645  0.07
H  -4.718  -2.936  -4.358  0.10
H  -4.427  -2.521  -1.933  0.10
H  -2.880  -0.745  -1.160  0.09
H  -1.919  0.205  -5.202  0.12
H  -3.474  -1.555  -5.991  0.10
H  -3.638  1.844  -3.415  0.11
H  -4.123  4.198  -3.519  0.11
H  -2.386  5.914  -2.997  0.10
H  -0.096  5.129  -2.416  0.11
H  3.166  3.550  -2.473  0.10
H  5.594  3.065  -2.080  0.11
H  6.248  0.760  -1.354  0.10
H  4.471  -0.952  -1.098  0.09
N  -0.408  -3.226  -4.165  0.14
C  0.243  -2.420  -5.068  -0.06
C  0.864  -1.462  -4.329  -0.13
N  0.616  -1.669  -2.996  0.01
C  -0.159  -2.726  -2.934  -0.31
C  -0.643  -3.257  -1.666  -0.36
N  -0.630  -2.564  -0.546  0.07
C  -1.115  -3.419  0.412  -0.14
C  -1.421  -4.624  -0.139  -0.06
N  -1.117  -4.506  -1.475  0.13
H  -1.054  -3.962  -4.394  0.16
H  0.185  -2.586  -6.127  0.12
H  1.456  -0.631  -4.667  0.11
H  -1.200  -3.119  1.440  0.09
H  -1.803  -5.534  0.281  0.12
H  -1.146  -5.249  -2.151  0.16
O  1.520  0.510  0.770  -0.44
P  1.227  0.680  2.226  0.74
C  -0.121  1.886  2.427  -0.28
P  -1.644  1.417  1.556  0.75
O  -1.334  0.631  0.321  -0.45
C  -2.565  2.913  1.233  -0.27
C  -3.697  2.785  0.430  -0.06
C  -4.468  3.897  0.147  -0.06
C  -4.118  5.136  0.664  -0.06
C  -2.994  5.268  1.462  -0.07
C  -2.214  4.157  1.745  -0.07
C  -2.624  0.425  2.687  -0.28
C  -2.935  -0.877  2.316  -0.07
C  -3.669  -1.682  3.175  -0.06
C  -4.088  -1.187  4.399  -0.07
C  -3.788  0.120  4.767  -0.07
C  -3.064  0.929  3.908  -0.08
C  2.636  1.364  3.095  -0.27
C  3.093  0.870  4.312  -0.06
C  4.198  1.449  4.920  -0.07
C  4.846  2.512  4.313  -0.07
C  4.401  3.001  3.092  -0.07
C  3.299  2.429  2.482  -0.07
C  0.784  -0.857  3.031  -0.28
C  1.313  -2.026  2.489  -0.08
C  1.074  -3.244  3.108  -0.08
C  0.306  -3.297  4.261  -0.06
C  -0.226  -2.134  4.804  -0.06
C  0.018  -0.914  4.194  -0.09
H  0.276  2.784  1.938  0.08
H  -0.306  2.119  3.478  0.08
H  -3.963  1.824  0.007  0.12
H  -5.338  3.798  -0.487  0.11
H  -4.723  6.004  0.439  0.11
H  -2.719  6.235  1.858  0.11
H  -1.336  4.277  2.365  0.10
H  -2.592  -1.249  1.360  0.08
H  -3.914  -2.696  2.885  0.11
H  -4.660  -1.815  5.069  0.11
H  -4.131  0.509  5.716  0.11
H  -2.855  1.954  4.190  0.11
H  2.597  0.033  4.785  0.10
H  4.554  1.064  5.865  0.11
H  5.708  2.959  4.789  0.11
H  4.916  3.823  2.614  0.11
H  2.970  2.787  1.513  0.11
H  1.895  -1.999  1.575  0.08
H  1.479  -4.146  2.671  0.11
H  0.117  -4.247  4.742  0.11
H  -0.830  -2.177  5.699  0.11
H  -0.401  -0.015  4.626  0.10
C  5.378  -4.187  0.247  -0.09
N  5.023  -3.586  -1.021  -0.06
C  3.774  -3.506  -1.510  -0.90
N  3.663  -2.972  -2.754  0.09
S  2.397  -4.018  -0.700  0.66
H  6.002  -5.068  0.092  0.09
H  4.458  -4.484  0.743  0.03
H  5.914  -3.471  0.871  0.08
H  5.777  -3.318  -1.634  0.14
H  4.420  -2.429  -3.140  0.10
H  2.733  -2.685  -3.018  0.04

Calculated values
HOMO level ... -8.67 eV
Total charge ... +1
LUMO energy ... -1.99 eV

---

# 3
Here is a structure of composition C50H48Cl2F4N2P2SiTa in a non-equilibrium geometry from the OMol25 dataset. Energies are from the ωB97M-V functional and the def2-TZVPD basis.

Last column: Löwdin charge in e.
Atoms and positions in Å:
Ta  -0.489  0.226  -0.076  1.33
C  -1.514  2.975  -2.713  -0.18
Si  -2.340  2.111  -1.235  0.68
C  -2.854  3.279  0.176  -0.30
C  -3.758  4.312  -0.077  -0.07
C  -4.228  5.124  0.939  -0.02
C  -3.791  4.932  2.242  -0.02
C  -2.890  3.919  2.518  -0.06
C  -2.436  3.091  1.494  -0.41
P  -1.133  1.891  1.918  0.90
C  -1.899  0.943  3.274  -0.38
C  -3.235  0.593  3.035  -0.11
C  -3.962  -0.085  3.993  -0.05
C  -3.364  -0.435  5.196  -0.04
C  -2.022  -0.162  5.404  -0.04
C  -1.280  0.507  4.444  -0.09
C  0.115  3.130  2.436  -0.41
C  0.736  3.187  3.680  -0.09
C  1.634  4.207  3.955  -0.04
C  1.911  5.178  3.007  -0.03
C  1.285  5.132  1.768  -0.04
C  0.398  4.112  1.478  -0.14
C  -3.924  1.088  -1.529  -0.30
C  -5.060  1.758  -1.985  -0.07
C  -6.271  1.110  -2.145  -0.02
C  -6.382  -0.236  -1.834  -0.02
C  -5.271  -0.926  -1.384  -0.05
C  -4.049  -0.276  -1.232  -0.37
P  -2.574  -1.285  -0.870  1.02
C  -2.369  -2.048  -2.507  -0.34
C  -2.338  -3.421  -2.734  -0.08
C  -2.249  -3.895  -4.034  -0.04
C  -2.171  -3.015  -5.100  -0.03
C  -2.163  -1.645  -4.871  -0.04
C  -2.266  -1.161  -3.582  -0.09
C  -3.013  -2.545  0.356  -0.35
C  -3.850  -3.624  0.067  -0.09
C  -4.161  -4.534  1.061  -0.02
C  -3.669  -4.370  2.346  -0.02
C  -2.840  -3.298  2.639  -0.05
C  -2.503  -2.397  1.647  -0.13
H  -2.242  3.631  -3.183  0.05
H  -1.162  2.297  -3.485  0.02
H  -0.676  3.598  -2.412  0.04
H  -4.091  4.494  -1.085  0.10
H  -4.930  5.912  0.713  0.13
H  -4.138  5.572  3.037  0.13
H  -2.532  3.767  3.527  0.12
H  -3.703  0.870  2.096  0.11
H  -4.997  -0.327  3.806  0.12
H  -3.942  -0.922  5.967  0.13
H  -1.548  -0.463  6.325  0.12
H  -0.231  0.680  4.625  0.08
H  0.505  2.473  4.451  0.09
H  2.105  4.248  4.925  0.12
H  2.593  5.982  3.234  0.12
H  1.475  5.904  1.040  0.12
H  -0.109  4.091  0.519  0.10
H  -4.999  2.803  -2.234  0.10
H  -7.127  1.652  -2.515  0.13
H  -7.322  -0.752  -1.952  0.13
H  -5.363  -1.975  -1.151  0.10
H  -2.375  -4.127  -1.919  0.11
H  -2.235  -4.959  -4.207  0.13
H  -2.115  -3.391  -6.109  0.13
H  -2.093  -0.957  -5.699  0.13
H  -2.292  -0.092  -3.397  0.09
H  -4.257  -3.772  -0.921  0.10
H  -4.795  -5.373  0.823  0.13
H  -3.931  -5.075  3.118  0.13
H  -2.459  -3.164  3.638  0.12
H  -1.840  -1.563  1.869  0.06
C  4.523  -1.447  2.906  -0.06
C  3.381  -2.379  2.527  -0.25
N  2.720  -2.026  1.272  -0.25
C  3.565  -2.114  0.093  -0.24
C  4.118  -3.501  -0.257  -0.05
C  1.403  -2.642  1.213  -0.22
C  0.734  -2.718  -0.161  -0.19
N  0.456  -1.495  -0.919  -0.13
C  0.633  -1.663  -2.276  -0.20
C  0.797  -0.538  -3.100  -0.13
F  0.601  0.693  -2.495  -0.06
C  1.124  -0.572  -4.443  -0.21
F  1.291  0.576  -5.084  0.14
C  1.258  -1.784  -5.094  0.13
C  1.018  -2.926  -4.347  -0.20
F  1.063  -4.109  -4.931  0.16
C  0.710  -2.881  -2.991  -0.13
F  0.412  -4.054  -2.413  0.10
H  4.180  -0.416  2.956  0.05
H  4.888  -1.726  3.891  0.09
H  5.354  -1.518  2.211  0.08
H  3.749  -3.411  2.478  0.13
H  2.621  -2.350  3.311  0.11
H  3.003  -1.716  -0.756  0.10
H  4.418  -1.453  0.256  0.11
H  3.342  -4.257  -0.322  0.07
H  4.620  -3.436  -1.218  0.09
H  4.848  -3.832  0.475  0.08
H  1.469  -3.695  1.532  0.14
H  0.761  -2.140  1.948  0.06
H  1.380  -3.366  -0.748  0.10
H  -0.220  -3.244  -0.006  0.12
H  1.509  -1.843  -6.141  0.16
Cl  1.657  1.737  -0.187  0.70
C  2.511  1.248  1.270  -0.78
Cl  1.356  0.310  2.200  0.72
H  2.813  2.138  1.825  0.07
H  3.350  0.603  1.001  0.05

Calculated values
HOMO level (spin up / spin down) ... -15.44 / -15.44 eV
Total charge ... +3
LUMO energy (spin up / spin down) ... -10.39 / -10.39 eV